{"formula": "C2H5N4", "method": "ωB97M-V/def2-TZVPD", "species": ["C", "C", "N", "N", "N", "N", "H", "H", "H", "H", "H"], "coordinates": [[1.88805, 0.50495, 1.12225], [0.86306, -0.29913, 0.55527], [1.87943, 1.75849, 1.01903], [-0.26515, 1.64087, -0.05852], [-0.14894, 0.36155, 0.00826], [-1.05466, -0.24943, -0.78134], [2.49713, -0.07233, 1.69909], [0.86423, -1.30792, 0.72217], [0.35124, 2.30467, 0.47415], [-1.93904, 0.10922, -0.85650], [-0.96462, -1.23639, -1.16554]], "forces_ev_per_angstrom": [[-1.6, 1.6, -1.3], [0.4, 1.9, 0.2], [1.1, -0.3, 0.4], [-0.6, 0.7, -0.7], [-1.1, 1.4, -1.4], [1.8, -4.0, -0.9], [2.5, -1.0, 1.9], [-0.4, -2.5, -0.1], [-0.3, -1.4, 0.5], [-2.3, 1.7, 0.1], [0.6, 1.9, 1.3]], "lowdin_charge": [-0.1533, 0.0643, 0.2693, 0.2636, -0.2162, 0.1628, 0.1106, 0.1238, 0.0914, 0.0963, 0.1875], "homo_energy_ev": [-15.26, -15.35], "largest_force_ev_per_a": 4.49, "charge": 1, "energy_ha": -297.725564, "mol_weight_g_mol": 85.090, "homo_lumo_gap_ha": [0.2659, 0.3340], "relative_energy_kcal_mol": 143.01}

=====

{"formula": "C2H5N4O2", "method": "ωB97M-V/def2-TZVPD", "species": ["C", "C", "N", "N", "N", "N", "O", "O", "H", "H", "H", "H", "H"], "coordinates": [[2.74820, 0.08722, -0.19509], [0.03029, -0.42225, 0.10494], [2.40169, 1.16305, -0.49743], [-1.77831, -0.43039, 1.28387], [-1.32747, -0.25694, 0.09740], [-2.09445, 0.39099, -0.73558], [2.76416, -0.94736, 0.34083], [0.35667, -1.64092, 0.25262], [2.75622, 1.86698, -1.14849], [-2.54298, 0.14503, 1.60562], [-2.89303, 0.68543, -0.22513], [1.34388, -1.76330, 0.40911], [-1.76485, 1.12246, -1.29266]], "forces_ev_per_angstrom": [[-0.5, -0.9, 1.2], [3.2, -1.7, -0.8], [0.5, 3.4, -2.0], [2.4, -1.7, -0.7], [-4.2, 0.6, 4.8], [-1.1, -0.1, -1.2], [1.1, -1.6, 0.2], [-0.8, 0.4, 0.2], [-0.2, -0.6, 0.5], [-0.7, 0.4, -0.6], [-1.1, 0.2, 0.1], [-0.3, 0.6, -0.3], [1.5, 0.9, -1.3]], "lowdin_charge": [-0.4033, 0.0059, 0.2380, 0.2495, -0.2416, 0.2167, 0.1353, 0.1733, 0.1284, 0.1162, 0.1298, 0.1205, 0.1313], "homo_energy_ev": [-14.66, -14.66], "largest_force_ev_per_a": 6.40, "charge": 1, "energy_ha": -448.251994, "mol_weight_g_mol": 117.088, "homo_lumo_gap_ha": [0.3175, 0.3177], "relative_energy_kcal_mol": 89.03}

=====

{"formula": "C2H5N5", "method": "ωB97M-V/def2-TZVPD", "species": ["C", "N", "C", "N", "N", "N", "N", "H", "H", "H", "H", "H"], "coordinates": [[1.84168, -0.45642, 0.00476], [0.76123, 0.53076, -0.17160], [-0.52554, 0.07494, -0.10873], [-0.96002, -1.15380, -0.07640], [-2.31949, -1.05109, -0.02918], [-2.72014, 0.13575, -0.01643], [-1.61368, 0.88527, -0.07061], [1.76096, -0.96568, 0.96038], [2.82547, -0.01556, -0.14413], [1.72640, -1.25306, -0.76493], [0.91249, 1.35123, 0.36843], [-1.68936, 1.91767, 0.04843]], "forces_ev_per_angstrom": [[-0.7, -0.9, -0.9], [0.6, -0.6, -0.3], [-0.5, 0.5, 0.3], [0.0, -0.1, -0.2], [-0.2, -1.6, -0.1], [-0.1, 0.4, 0.1], [0.6, 2.4, 0.2], [0.2, 0.0, 0.3], [-0.2, 0.3, 0.1], [0.0, 0.6, 0.5], [0.1, 0.7, 0.3], [0.2, -1.5, -0.3]], "lowdin_charge": [-0.0902, -0.0081, -0.4477, 0.0681, -0.0645, -0.0315, 0.0482, 0.0756, 0.0775, 0.0906, 0.1115, 0.1704], "homo_energy_ev": -9.45, "largest_force_ev_per_a": 2.46, "charge": 0, "smiles": "CNc1nnn[nH]1", "energy_ha": -352.946882, "mol_weight_g_mol": 99.097, "homo_lumo_gap_ha": 0.3691, "relative_energy_kcal_mol": 42.60}

=====

{"formula": "C2H5N5O", "method": "ωB97M-V/def2-TZVPD", "species": ["H", "N", "C", "O", "N", "N", "N", "N", "C", "H", "H", "H", "H"], "coordinates": [[3.19886, 0.23994, 0.89053], [2.22283, -0.18139, 0.85484], [1.13494, 0.54912, 1.03885], [1.03210, 1.79492, 1.31712], [-0.33937, 2.36519, 0.76466], [-0.89166, 1.38908, 0.37838], [-0.15043, 0.17179, 0.76687], [-0.44368, -0.99573, 0.07380], [-1.01237, -0.85423, -1.33051], [-1.16668, -1.68111, 0.62407], [-0.20143, -0.64539, -2.07871], [-1.95732, -0.27158, -1.53931], [-1.42578, -1.88060, -1.76061]], "forces_ev_per_angstrom": [[-2.3, 0.0, 0.5], [-1.6, 1.1, 0.3], [4.1, -2.1, -1.8], [0.4, 4.3, 1.0], [2.3, -0.7, 0.6], [-0.3, -2.6, 0.8], [-3.2, -0.7, -2.1], [-3.3, -2.2, 0.0], [-0.4, -1.9, -1.6], [2.4, 2.7, -1.3], [-0.7, 0.4, 1.0], [1.3, 0.3, 0.9], [1.3, 1.5, 1.6]], "lowdin_charge": [0.0705, 0.1198, -0.5733, 0.0139, 0.1518, 0.0765, -0.0840, -0.0703, -0.1315, 0.1796, 0.0761, 0.0675, 0.1034], "homo_energy_ev": -9.38, "largest_force_ev_per_a": 4.96, "charge": 0, "smiles": "[H]/N=c1\\onnn1NC", "energy_ha": -428.046612, "mol_weight_g_mol": 115.096, "homo_lumo_gap_ha": 0.3566, "relative_energy_kcal_mol": 110.76}

=====

{"formula": "C2H5N5O", "method": "ωB97M-V/def2-TZVPD", "species": ["H", "N", "C", "N", "N", "N", "N", "C", "O", "H", "H", "H", "H"], "coordinates": [[-0.27614, -2.53464, 0.02012], [-0.79245, -1.66564, -0.12208], [-0.01365, -0.63930, 0.06087], [1.28789, -0.86098, 0.38559], [-0.61586, 0.67720, 0.19981], [-2.00541, 0.71572, 0.04593], [-0.03825, 1.91067, 0.08919], [1.12864, 1.90099, -0.09863], [2.29376, 1.99578, -0.23621], [1.61270, -1.81696, 0.31996], [1.99415, -0.25830, -0.01836], [-2.23091, 0.79686, -0.94425], [-2.34446, -0.22140, 0.29806]], "forces_ev_per_angstrom": [[-0.2, 0.3, -0.3], [-0.2, 1.5, 0.2], [-1.9, -1.0, 0.1], [2.1, 1.2, 0.0], [-1.0, -3.3, 0.2], [-0.5, -0.1, -0.1], [-2.2, -0.8, 0.3], [5.0, 1.5, -0.5], [-0.9, -0.1, -0.1], [-0.5, 0.1, 0.0], [-0.1, 0.1, 0.3], [0.1, 0.0, -0.1], [0.3, 0.4, 0.1]], "lowdin_charge": [0.0405, 0.0770, -0.4611, 0.1252, -0.1827, 0.0532, 0.1715, -0.3171, 0.1658, 0.1039, 0.0729, 0.0812, 0.0697], "homo_energy_ev": -8.52, "largest_force_ev_per_a": 5.23, "charge": 0, "smiles": "[H]/N=C(\\N)N(N)N=C=O", "energy_ha": -428.137465, "mol_weight_g_mol": 115.096, "homo_lumo_gap_ha": 0.3327, "relative_energy_kcal_mol": 53.75}

=====

{"formula": "C2H5N5O", "method": "ωB97M-V/def2-TZVPD", "species": ["C", "C", "H", "H", "H", "H", "H", "N", "N", "N", "N", "N", "O"], "coordinates": [[-2.33345, 1.09461, 1.03843], [0.79427, 0.28029, -0.15666], [-3.33611, 0.74811, 0.76676], [-2.11892, 0.59666, 1.93842], [-2.28012, 2.27507, 1.09619], [2.48941, -1.93788, -2.32209], [0.49961, -2.20400, -0.62202], [-0.10100, 0.80657, 0.72615], [2.11813, 0.42813, 0.08616], [2.84381, -0.47182, -0.45112], [2.11671, -1.06406, -1.28967], [0.60917, -1.05791, -1.01771], [-1.30153, 0.50623, 0.20717]], "forces_ev_per_angstrom": [[0.5, 1.4, -0.4], [-2.6, -2.5, 3.5], [0.4, 0.2, -0.7], [-0.1, 0.2, 2.0], [0.1, -2.5, -0.2], [-1.2, 3.5, 4.7], [-0.1, 4.8, -0.3], [3.3, -0.8, -4.0], [1.3, 0.7, 2.2], [0.4, 2.1, -0.5], [-2.0, -6.8, -6.1], [3.0, -0.4, 0.3], [-2.9, 0.1, -0.4]], "lowdin_charge": [-0.0738, -0.2999, 0.0802, 0.0499, 0.1257, 0.3092, 0.2005, 0.0591, 0.0019, -0.0485, -0.1938, 0.0329, -0.2433], "homo_energy_ev": -7.94, "largest_force_ev_per_a": 9.32, "charge": 0, "energy_ha": -427.898390, "mol_weight_g_mol": 115.096, "homo_lumo_gap_ha": 0.2773, "relative_energy_kcal_mol": 203.77}

=====

{"formula": "C2H5N5O2", "method": "ωB97M-V/def2-TZVPD", "species": ["N", "N", "C", "O", "N", "C", "O", "N", "N", "H", "H", "H", "H", "H"], "coordinates": [[2.63998, 0.48664, -0.26557], [1.89804, -0.85534, -0.05298], [0.67846, -0.65349, 0.04263], [-0.19924, -1.73120, 0.25529], [-1.50768, -1.25386, -0.10054], [-1.39806, 0.07103, -0.08758], [-2.50461, 0.80504, -0.24927], [-0.12448, 0.51050, 0.17470], [0.15887, 1.92129, 0.18886], [3.41851, 0.17146, -0.92124], [3.08541, 0.60810, 0.76851], [-3.27034, 0.30258, 0.02902], [1.01943, 2.05064, -0.39617], [0.24225, 2.10651, 1.13009]], "forces_ev_per_angstrom": [[1.3, -2.0, 2.4], [2.3, 1.6, -0.9], [-2.2, -0.4, 1.8], [0.9, 1.8, -1.2], [0.3, 2.2, 0.5], [-1.2, -3.6, 0.2], [1.4, 1.2, 0.0], [-0.8, 0.4, -1.2], [0.3, -1.9, -3.3], [-1.1, 0.6, 1.5], [-0.8, -0.2, -3.4], [-0.1, -0.5, 0.0], [-0.9, -0.1, 1.3], [0.9, 1.1, 2.2]], "lowdin_charge": [-0.0469, 0.0440, -0.3944, -0.0226, 0.1110, -0.4076, 0.1211, -0.0058, 0.1197, 0.0808, 0.1277, 0.1202, 0.0973, 0.0554], "homo_energy_ev": -8.72, "largest_force_ev_per_a": 3.83, "charge": 0, "smiles": "N/N=c1/onc(O)n1N", "energy_ha": -503.323744, "mol_weight_g_mol": 131.095, "homo_lumo_gap_ha": 0.3408, "relative_energy_kcal_mol": 78.63}

=====

{"formula": "C2H5N7O4", "method": "ωB97M-V/def2-TZVPD", "species": ["C", "C", "N", "N", "N", "N", "N", "N", "N", "O", "O", "O", "O", "H", "H", "H", "H", "H"], "coordinates": [[-0.07211, 0.12312, -1.03799], [0.00537, 1.27852, -0.33581], [1.05916, -1.17253, 2.67677], [0.68417, -2.24005, 2.53579], [0.33810, -3.33568, 2.20507], [0.58601, -0.99768, -0.61902], [0.33383, 1.26585, 0.96919], [-0.94346, 0.13933, -2.14960], [-0.25255, 2.61560, -0.85785], [-0.88435, -0.70616, -3.03141], [0.32985, 2.84593, -1.87832], [-1.78253, 1.04536, -2.12560], [-0.81983, 3.42270, -0.13185], [-0.58463, -3.69454, 2.48341], [0.03253, -1.96903, -0.75561], [1.52744, -1.12765, -0.95628], [-0.09178, 2.06819, 1.58017], [0.53477, 0.43872, 1.42897]], "forces_ev_per_angstrom": [[0.3, 0.9, -0.4], [-0.8, -1.6, 1.7], [-0.3, -2.0, 0.3], [0.0, 3.6, 0.2], [-0.3, -2.4, -0.6], [-1.6, -4.0, 0.1], [-1.1, 4.9, 0.9], [-0.9, 0.5, -1.3], [0.2, 0.7, 1.0], [0.2, 0.0, 0.6], [0.0, 0.5, -0.8], [0.0, -0.4, -0.4], [0.1, -0.7, -0.6], [0.6, 0.7, 0.2], [1.6, 3.2, 0.3], [0.1, 0.1, -0.2], [1.4, -2.0, -1.8], [0.3, -2.0, 0.7]], "lowdin_charge": [-0.2812, -0.1781, 0.1923, -0.3040, 0.0945, 0.0971, 0.1759, -0.3415, -0.3526, 0.0743, 0.1371, 0.0551, 0.0922, 0.0983, 0.1703, 0.0975, 0.1776, -0.0047], "homo_energy_ev": -8.99, "largest_force_ev_per_a": 5.08, "charge": 0, "energy_ha": -763.165165, "mol_weight_g_mol": 191.107, "homo_lumo_gap_ha": 0.2974, "relative_energy_kcal_mol": 31.13}